Formula: C2H7NS
Source: OMol25
Level of theory: ωB97M-V with the def2-TZVPD basis set

Positions of all 11 atoms, in Å:
S (0.81, 0.43, -1.42)
H (1.43, -0.15, -2.46)
C (-1.26, 0.69, 1.08)
C (0.00, -1.32, 0.61)
N (-0.38, -0.42, 1.45)
H (-2.19, 0.62, 1.64)
H (-0.74, 1.62, 1.32)
H (-1.44, 0.63, 0.01)
H (-0.42, -1.37, -0.39)
H (0.79, -2.01, 0.86)
H (0.10, -0.36, 2.33)

Calculated values
HOMO level (eV): -7.2
Molecular weight (g mol⁻¹): 77.15
HOMO-LUMO gap (eV): 7.2

Charges obtained by Mulliken population analysis, quoted in units of e: atom 1 (S): -0.61, atom 2 (H): 0.03, atom 3 (C): -0.75, atom 4 (C): -0.42, atom 5 (N): -0.05, atom 6 (H): 0.29, atom 7 (H): 0.31, atom 8 (H): 0.31, atom 9 (H): 0.39, atom 10 (H): 0.26, atom 11 (H): 0.25

Formula: C2H7NS
Source: OMol25
Level of theory: ωB97M-V with the def2-TZVPD basis set

Positions of all 11 atoms, in Å:
S (-1.39, 0.18, -0.98)
H (-2.52, -0.52, -0.79)
C (0.97, 0.49, 1.71)
C (1.68, -0.68, -0.30)
N (0.80, -0.34, 0.51)
H (0.54, -0.03, 2.56)
H (2.01, 0.80, 1.83)
H (0.35, 1.36, 1.49)
H (1.41, -0.85, -1.35)
H (2.71, -0.89, 0.01)
H (-1.91, 1.37, -0.66)

Calculated values
Total charge: +1
HOMO level (spin up / spin down) (eV): -14.9 / -14.7
Spin multiplicity: 2
Molecular weight (g mol⁻¹): 77.15
HOMO-LUMO gap (spin up / spin down) (eV): 10.4 / 7.1

Charges obtained by Mulliken population analysis, quoted in units of e: atom 1 (S): -0.19, atom 2 (H): 0.26, atom 3 (C): -0.61, atom 4 (C): -0.06, atom 5 (N): -0.06, atom 6 (H): 0.30, atom 7 (H): 0.36, atom 8 (H): 0.24, atom 9 (H): 0.22, atom 10 (H): 0.30, atom 11 (H): 0.24

Formula: C2H7NS2
Source: OMol25
Level of theory: ωB97M-V with the def2-TZVPD basis set

Positions of all 12 atoms, in Å:
C (0.01, 0.14, -1.65)
N (0.62, -0.73, -0.98)
C (1.62, -0.27, -0.03)
H (-0.44, -0.02, -2.62)
H (-0.09, 1.17, -1.25)
H (1.63, -0.94, 0.84)
H (2.58, -0.39, -0.52)
H (1.38, 0.75, 0.33)
S (-2.34, 0.86, 0.89)
S (-1.83, -0.39, 2.40)
H (-2.59, -0.12, 0.01)
H (-0.54, -0.05, 2.58)

Calculated values
HOMO level (eV): -9.2
Structure (SMILES): C=NC.SS
Molecular weight (g mol⁻¹): 109.22
HOMO-LUMO gap (eV): 9.5

Charges obtained by Mulliken population analysis, quoted in units of e: atom 1 (C): -0.35, atom 2 (N): -0.35, atom 3 (C): -0.65, atom 4 (H): 0.28, atom 5 (H): 0.29, atom 6 (H): 0.17, atom 7 (H): 0.29, atom 8 (H): 0.34, atom 9 (S): -0.19, atom 10 (S): -0.14, atom 11 (H): 0.19, atom 12 (H): 0.14

Formula: C2H7NS2
Source: OMol25
Level of theory: ωB97M-V with the def2-TZVPD basis set

Positions of all 12 atoms, in Å:
N (0.89, 1.85, 0.18)
C (0.80, 0.48, -0.35)
C (-0.52, -0.10, 0.05)
S (-0.67, -1.79, -0.78)
S (-1.79, -2.71, 0.59)
H (1.59, 2.39, -0.31)
H (0.04, 2.39, 0.14)
H (0.65, 0.57, -1.46)
H (1.69, -0.07, -0.10)
H (-0.59, -0.16, 1.14)
H (-1.35, 0.46, -0.37)
H (-0.75, -3.30, 1.27)

Calculated values
HOMO level (eV): -9.1
Structure (SMILES): NCCSS
Molecular weight (g mol⁻¹): 109.22
HOMO-LUMO gap (eV): 9.8

Charges obtained by Mulliken population analysis, quoted in units of e: atom 1 (N): -0.61, atom 2 (C): -0.33, atom 3 (C): -0.69, atom 4 (S): -0.07, atom 5 (S): -0.24, atom 6 (H): 0.21, atom 7 (H): 0.21, atom 8 (H): 0.26, atom 9 (H): 0.31, atom 10 (H): 0.43, atom 11 (H): 0.35, atom 12 (H): 0.17

Formula: C2H7NS2
Source: OMol25
Level of theory: ωB97M-V with the def2-TZVPD basis set

Positions of all 12 atoms, in Å:
C (-0.05, -0.15, -1.68)
N (0.96, -0.57, -1.03)
C (1.65, 0.41, -0.18)
H (-0.92, -0.69, -2.01)
H (0.06, 0.87, -2.06)
H (1.98, 0.02, 0.78)
H (2.60, 0.75, -0.62)
H (0.95, 1.23, -0.03)
S (-2.06, 0.39, 1.02)
S (-1.78, -0.88, 2.65)
H (-2.95, -0.49, 0.51)
H (-0.45, -0.89, 2.65)

Calculated values
HOMO level (eV): -8.9
Structure (SMILES): C=NC.SS
Molecular weight (g mol⁻¹): 109.22
HOMO-LUMO gap (eV): 9.1

Charges obtained by Mulliken population analysis, quoted in units of e: atom 1 (C): -0.38, atom 2 (N): -0.37, atom 3 (C): -0.72, atom 4 (H): 0.32, atom 5 (H): 0.31, atom 6 (H): 0.25, atom 7 (H): 0.30, atom 8 (H): 0.31, atom 9 (S): -0.19, atom 10 (S): -0.15, atom 11 (H): 0.18, atom 12 (H): 0.15

Formula: C2H7NS2
Source: OMol25
Level of theory: ωB97M-V with the def2-TZVPD basis set

Positions of all 12 atoms, in Å:
C (1.40, 0.91, 0.86)
C (0.50, -0.09, 0.89)
N (0.79, -1.45, 1.26)
H (2.20, 0.84, 1.61)
H (1.21, 1.81, 0.28)
H (-0.59, 0.05, 0.67)
H (1.22, -1.52, 2.20)
H (1.49, -1.80, 0.62)
S (-2.62, -0.56, -2.07)
S (-1.55, 1.32, -2.36)
H (-1.56, -1.31, -2.38)
H (-2.49, 1.81, -1.59)

Calculated values
HOMO level (eV): -8.8
Structure (SMILES): C=CN.SS
Molecular weight (g mol⁻¹): 109.22
HOMO-LUMO gap (eV): 8.7

Charges obtained by Mulliken population analysis, quoted in units of e: atom 1 (C): -0.62, atom 2 (C): 0.02, atom 3 (N): -0.61, atom 4 (H): 0.23, atom 5 (H): 0.24, atom 6 (H): 0.25, atom 7 (H): 0.26, atom 8 (H): 0.27, atom 9 (S): -0.19, atom 10 (S): -0.18, atom 11 (H): 0.17, atom 12 (H): 0.17

Formula: C2H7NS2
Source: OMol25
Level of theory: ωB97M-V with the def2-TZVPD basis set

Positions of all 12 atoms, in Å:
S (1.04, -2.57, -0.52)
S (-0.19, -2.65, 1.19)
H (1.84, -1.65, 0.06)
H (-1.35, -2.61, 0.52)
C (-0.15, 0.61, -1.26)
C (-0.05, 1.64, -0.30)
N (0.13, 1.44, 0.98)
H (-0.35, -0.38, -0.88)
H (-0.64, 0.91, -2.18)
H (-0.07, 2.69, -0.58)
H (0.00, 0.49, 1.31)
H (-0.21, 2.09, 1.67)

Calculated values
Total charge: +1
HOMO level (spin up / spin down) (eV): -12.6 / -12.6
Spin multiplicity: 2
Molecular weight (g mol⁻¹): 109.22
HOMO-LUMO gap (spin up / spin down) (eV): 8.4 / 4.9

Charges obtained by Mulliken population analysis, quoted in units of e: atom 1 (S): -0.17, atom 2 (S): -0.19, atom 3 (H): 0.20, atom 4 (H): 0.21, atom 5 (C): -0.59, atom 6 (C): 0.33, atom 7 (N): -0.21, atom 8 (H): 0.19, atom 9 (H): 0.35, atom 10 (H): 0.36, atom 11 (H): 0.21, atom 12 (H): 0.32

Formula: C2H7NS3
Source: OMol25
Level of theory: ωB97M-V with the def2-TZVPD basis set

Positions of all 13 atoms, in Å:
C (-0.28, 0.94, 0.20)
C (-0.53, -0.58, 2.04)
N (-1.15, 0.07, 0.92)
S (0.12, -2.02, -3.18)
S (-2.35, -0.63, 0.11)
S (-1.28, -2.65, -1.88)
H (-0.59, 1.94, 0.46)
H (0.70, 0.68, 0.37)
H (-0.56, 0.83, -0.76)
H (-0.36, 0.21, 2.84)
H (-1.46, -1.23, 2.38)
H (0.20, -1.29, 1.66)
H (-0.66, -1.79, -4.24)

Calculated values
HOMO level (spin up / spin down) (eV): -7.9 / -8.4
Molecular weight (g mol⁻¹): 141.29
HOMO-LUMO gap (spin up / spin down) (eV): 6.5 / 7.7

Charges obtained by Mulliken population analysis, quoted in units of e: atom 1 (C): -0.96, atom 2 (C): -0.81, atom 3 (N): 0.05, atom 4 (S): -0.15, atom 5 (S): -0.16, atom 6 (S): -0.14, atom 7 (H): 0.30, atom 8 (H): 0.37, atom 9 (H): 0.38, atom 10 (H): 0.31, atom 11 (H): 0.26, atom 12 (H): 0.38, atom 13 (H): 0.17

Repeat the fifth record exactly.
Formula: C2H7NS2
Source: OMol25
Level of theory: ωB97M-V with the def2-TZVPD basis set

Positions of all 12 atoms, in Å:
C (-0.05, -0.15, -1.68)
N (0.96, -0.57, -1.03)
C (1.65, 0.41, -0.18)
H (-0.92, -0.69, -2.01)
H (0.06, 0.87, -2.06)
H (1.98, 0.02, 0.78)
H (2.60, 0.75, -0.62)
H (0.95, 1.23, -0.03)
S (-2.06, 0.39, 1.02)
S (-1.78, -0.88, 2.65)
H (-2.95, -0.49, 0.51)
H (-0.45, -0.89, 2.65)

Calculated values
HOMO level (eV): -8.9
Structure (SMILES): C=NC.SS
Molecular weight (g mol⁻¹): 109.22
HOMO-LUMO gap (eV): 9.1

Charges obtained by Mulliken population analysis, quoted in units of e: atom 1 (C): -0.38, atom 2 (N): -0.37, atom 3 (C): -0.72, atom 4 (H): 0.32, atom 5 (H): 0.31, atom 6 (H): 0.25, atom 7 (H): 0.30, atom 8 (H): 0.31, atom 9 (S): -0.19, atom 10 (S): -0.15, atom 11 (H): 0.18, atom 12 (H): 0.15

> The highest molecular weight belongs to which entry?

C2H7NS3